(1)
Molecular formula: C7H14O
Method: DFT, ωB97M-V/def2-TZVPD

```
22
Properties=species:S:1:pos:R:3:forces:R:3:lowdin_charge:R:1
C -2.123801 -0.069585 -0.987149 -1.0 0.1 -1.1 0.03
C -1.217773 0.834092 -0.669147 0.8 0.5 1.0 -0.38
C -0.662103 1.883091 -1.583639 -0.5 -0.2 -0.3 -0.06
C -0.636082 0.895584 0.736465 0.0 -0.4 0.5 -0.18
C -0.326208 -0.485901 1.355137 -0.3 0.6 0.9 -0.22
C 0.556089 -1.431536 0.535597 -0.5 1.5 0.1 -0.18
C 1.998416 -0.926562 0.588760 -0.7 -1.1 -1.6 -0.25
O 2.788282 -1.863167 -0.153258 0.2 -0.3 0.1 -0.08
H -2.702929 -0.674946 -0.307565 0.6 -0.3 0.4 0.07
H -2.482360 -0.167186 -2.011620 0.1 0.3 0.1 0.06
H -1.222717 1.936420 -2.517063 0.3 -0.2 -0.2 0.08
H -0.751183 2.868834 -1.127327 0.0 0.0 0.2 0.08
H 0.394614 1.710210 -1.744969 0.3 0.0 -0.3 0.07
H -1.354062 1.398437 1.393080 0.0 0.0 0.0 0.12
H 0.270740 1.495572 0.833599 0.0 0.2 -0.6 0.10
H -1.286708 -0.882563 1.695352 0.1 -0.6 -0.4 0.10
H 0.190608 -0.300619 2.309304 0.0 0.1 -0.1 0.11
H 0.158636 -1.451342 -0.479266 0.3 -0.3 -0.1 0.11
H 0.495071 -2.394202 0.979127 0.1 -1.1 0.2 0.10
H 2.291633 -0.912826 1.637635 0.4 0.6 0.0 0.12
H 2.026785 -0.007123 -0.001082 0.2 0.5 0.9 0.12
H 3.595053 -1.454681 -0.481972 -0.1 0.1 0.2 0.08
```
Positions in Å, forces in eV/Å.

Results
HOMO-LUMO gap ... 10.1813 eV
SMILES ... C=C(C)CCCCO
LUMO energy ... 0.034 hartree

=====

(2)
Molecular formula: C7H14O
Method: DFT, ωB97M-V/def2-TZVPD

```
22
Properties=species:S:1:pos:R:3:forces:R:3:lowdin_charge:R:1
C 1.943088 -0.643236 -2.224739 0.7 -0.5 0.1 -0.01
C 1.358298 0.271585 -1.467765 -0.6 0.2 -0.4 -0.18
C -0.120012 0.238584 -1.266123 0.7 0.2 -0.1 -0.09
C -0.721035 -0.019775 -0.111132 -0.5 -0.2 0.1 -0.31
C -2.236583 -0.130916 -0.050539 0.1 0.6 -0.6 -0.06
C 0.012718 -0.288379 1.183302 0.0 0.3 0.6 -0.24
C 0.741591 -1.633200 1.191492 -0.2 -0.1 0.6 -0.09
H 3.012062 -0.699548 -2.381473 0.1 0.4 0.0 0.05
H 1.430014 -1.501045 -2.648267 -0.4 0.2 0.1 0.06
H 1.898531 1.136998 -1.093558 0.2 -0.2 0.2 0.11
H -0.656980 0.440882 -2.191997 -0.4 -0.2 0.3 0.12
H -2.678308 -0.585476 -0.938976 0.2 -0.1 0.0 0.08
H -2.665014 0.868857 -0.018820 -0.1 0.3 0.2 0.07
H -2.603691 -0.649357 0.817037 0.0 -0.4 0.4 0.07
H -0.679323 -0.180558 2.034724 -0.3 -0.7 -0.3 0.11
H 0.690621 0.500656 1.497358 0.5 0.2 -0.8 0.09
H 1.643538 -1.620778 0.591490 0.0 0.1 -0.3 0.06
H 0.092478 -2.430099 0.828566 0.0 -0.1 0.0 0.08
H 1.064007 -1.885692 2.207863 -0.1 0.0 -0.1 0.07
O -0.157053 2.848478 1.522079 -0.6 -0.1 0.0 -0.06
H -0.379547 3.618179 0.987682 0.1 0.0 0.0 0.04
H -0.989400 2.343842 1.531796 0.5 0.2 0.0 0.03
```
Positions in Å, forces in eV/Å.

Results
HOMO-LUMO gap ... 9.6507 eV
SMILES ... C=C/C=C(/C)CC.O
LUMO energy ... 0.028 hartree

=====

(3)
Molecular formula: C7H14O2
Method: DFT, ωB97M-V/def2-TZVPD

```
23
Properties=species:S:1:pos:R:3:forces:R:3:lowdin_charge:R:1
C -1.196728 -1.187876 1.647820 -0.1 0.5 -0.6 0.04
C -0.651357 -1.423088 0.452716 2.7 -1.4 1.7 -0.37
C -1.025379 -2.621051 -0.374069 -0.3 0.3 -0.2 -0.08
C 0.925662 -0.924689 0.240609 -3.1 -0.9 -0.9 -0.25
O 1.188044 0.290532 0.764295 -0.9 2.9 -0.4 -0.13
C 0.463613 1.624737 -0.033380 2.1 -1.3 1.3 -0.51
C -0.848584 1.272400 -0.584153 -1.1 -3.3 0.0 -0.01
C 1.535612 1.993574 -1.046506 -0.1 -0.2 0.2 -0.01
O 0.347816 2.537148 0.988531 0.1 -0.3 0.0 0.04
H -0.853770 -0.357062 2.246972 0.2 0.0 0.2 0.07
H -2.043033 -1.744890 2.021463 -0.3 0.0 -0.1 0.06
H -1.477017 -2.303667 -1.317762 0.1 -0.1 -0.1 0.08
H -0.149260 -3.230105 -0.604016 0.0 0.1 -0.1 0.08
H -1.746796 -3.256837 0.138087 -0.1 0.1 0.0 0.07
H 1.071880 -0.965823 -0.851226 0.4 -0.1 0.0 0.11
H 1.498238 -1.710275 0.750008 0.1 0.3 -0.2 0.13
H -1.066368 1.766203 -1.526621 0.0 -0.1 -0.1 0.09
H -0.891759 0.058442 -0.632625 0.2 3.1 -0.8 0.11
H -1.661108 1.381628 0.130088 0.1 0.6 0.1 0.09
H 2.508630 2.039238 -0.554816 -0.1 0.0 0.0 0.09
H 1.583805 1.248135 -1.839861 0.0 0.0 0.0 0.09
H 1.301515 2.967008 -1.482904 0.0 -0.1 0.0 0.09
H 1.186341 2.546320 1.467350 0.0 0.1 0.0 0.11
```
Positions in Å, forces in eV/Å.

Results
HOMO-LUMO gap ... 9.7697 eV
SMILES ... C=C(C)COC(C)(C)O
LUMO energy ... 0.031 hartree

=====

(4)
Molecular formula: C7H14O2
Method: DFT, ωB97M-V/def2-TZVPD

```
23
Properties=species:S:1:pos:R:3:forces:R:3:lowdin_charge:R:1
C 2.770053 -1.262384 0.216032 -0.5 0.0 -0.1 -0.11
C 1.910348 -0.094688 0.708878 0.6 -0.7 -0.6 -0.26
C 1.229315 0.578601 -0.476841 0.0 0.7 0.5 -0.22
C -0.101152 1.277571 -0.185641 -0.3 -0.6 -0.3 -0.19
C -1.064732 0.505434 0.732758 0.0 0.8 0.1 -0.18
C -2.527410 0.642787 0.323125 -0.1 0.1 -0.1 -0.17
O -3.118911 -0.578629 -0.158894 0.6 -0.5 -0.1 -0.05
C -2.387534 -1.182106 -1.133656 0.4 -2.5 0.5 -0.32
O -1.860232 -2.276554 -0.985306 -1.1 2.3 -0.3 0.08
H 3.254735 -1.788900 1.028098 0.3 0.0 0.2 0.07
H 3.496073 -0.939244 -0.520618 0.3 0.1 0.0 0.07
H 2.119609 -1.974862 -0.282165 -0.1 -0.2 -0.1 0.07
H 2.578242 0.601786 1.198774 -0.1 0.3 0.4 0.10
H 1.209904 -0.508262 1.420825 -0.2 0.2 0.3 0.09
H 1.914953 1.339535 -0.838035 0.2 0.1 -0.3 0.11
H 1.097719 -0.109889 -1.302456 -0.1 -0.4 -0.1 0.11
H 0.043332 2.279968 0.195781 0.1 0.2 0.2 0.11
H -0.606280 1.408205 -1.139446 0.0 0.1 -0.3 0.10
H -0.783971 -0.531324 0.843566 -0.1 -0.4 -0.2 0.10
H -0.987697 0.934182 1.725615 0.1 -0.1 0.3 0.11
H -2.656747 1.409726 -0.436882 0.1 0.2 -0.2 0.12
H -3.131656 0.934466 1.167540 -0.3 -0.1 0.2 0.12
H -2.397963 -0.665420 -2.101053 0.2 0.3 0.0 0.15
```
Positions in Å, forces in eV/Å.

Results
HOMO-LUMO gap ... 11.6180 eV
SMILES ... CCCCCCOC=O
LUMO energy ... 0.035 hartree

=====

(5)
Molecular formula: C7H14O2
Method: DFT, ωB97M-V/def2-TZVPD

```
23
Properties=species:S:1:pos:R:3:forces:R:3:lowdin_charge:R:1
C 0.651557 2.549243 -0.141394 0.0 0.2 -0.2 -0.10
C -0.001233 1.827942 -1.319744 0.7 -0.2 0.4 -0.18
C -0.684934 0.521343 -0.966312 -1.8 0.2 -1.8 -0.44
C -1.628489 0.557666 0.211107 0.5 -0.5 0.4 -0.01
O -0.838302 -0.333136 -1.860889 0.5 0.9 0.9 0.00
H 1.373378 1.910415 0.360851 0.0 -0.1 0.1 0.06
H 1.183908 3.433163 -0.495778 0.0 0.0 0.0 0.07
H -0.086964 2.882271 0.587593 0.0 0.0 0.0 0.07
H -0.772275 2.477556 -1.755698 0.0 -0.3 0.0 0.13
H 0.730183 1.624201 -2.105092 -0.1 0.0 0.0 0.12
H -2.379215 1.334490 0.046798 0.1 0.0 -0.1 0.10
H -2.124209 -0.404631 0.326104 0.0 0.0 -0.1 0.09
H -1.086809 0.794243 1.126793 -0.1 0.1 0.0 0.08
C 1.274527 -0.885290 0.081559 0.6 -0.8 0.4 0.01
C 0.504798 -1.980304 0.303638 0.2 1.2 0.4 -0.49
C 0.323133 -2.601463 1.656766 -0.1 -0.1 -0.2 -0.02
O -0.260255 -2.505258 -0.641753 -0.5 0.7 -1.5 0.02
H 1.872143 -0.478547 0.883261 0.0 -0.1 0.2 0.06
H 1.616160 -0.655867 -0.910082 -0.2 0.3 -0.3 0.07
H -0.725566 -2.539969 1.955272 0.0 0.0 0.0 0.08
H 0.945262 -2.120093 2.405288 0.0 0.0 0.0 0.08
H 0.584459 -3.660515 1.601926 0.0 0.0 0.0 0.09
H -0.471256 -1.747460 -1.350215 0.3 -1.5 1.4 0.10
```
Positions in Å, forces in eV/Å.

Results
HOMO-LUMO gap ... 9.1417 eV
SMILES ... CCC(C)=O.C=C(C)O
LUMO energy ... 0.023 hartree

=====

(6)
Molecular formula: C7H14O2
Method: DFT, ωB97M-V/def2-TZVPD

```
23
Properties=species:S:1:pos:R:3:forces:R:3:lowdin_charge:R:1
C -0.438362 0.769508 1.990521 0.3 0.2 -0.2 0.07
C -0.136918 -0.199209 1.154246 -1.6 -4.9 3.6 -0.16
O -0.191475 -1.780387 1.934563 0.1 2.6 -0.5 -0.16
C -0.103525 -0.722280 -0.167171 1.3 4.1 -2.6 -0.42
C -1.453178 -1.144624 -0.728401 0.0 0.0 0.1 -0.03
C 1.019395 -1.695374 -0.511380 -0.1 0.0 0.2 -0.05
C 0.387559 0.918958 -0.981624 -0.3 -2.2 -1.2 -0.30
C 1.178400 2.031423 -0.330927 0.2 0.0 0.3 -0.07
O -0.667126 1.453956 -1.745258 -0.5 0.1 0.4 -0.05
H -0.553682 1.806552 1.702727 0.1 -0.1 -0.1 0.06
H -0.537577 0.552983 3.047185 0.0 -0.1 -0.1 0.08
H -0.982458 -1.806378 2.493774 0.2 0.3 -0.1 0.04
H -1.409380 -1.214332 -1.819821 0.0 0.1 0.2 0.09
H -2.249467 -0.454440 -0.446418 0.1 0.1 -0.1 0.09
H -1.721893 -2.124219 -0.325668 0.1 0.0 0.0 0.09
H 1.175718 -1.729393 -1.594787 -0.1 0.1 0.1 0.09
H 0.748096 -2.700064 -0.180999 0.1 0.1 0.1 0.08
H 1.953408 -1.414840 -0.020004 0.0 0.0 -0.1 0.09
H 1.041467 0.462277 -1.727102 0.0 0.1 0.0 0.11
H 1.608717 2.677203 -1.106505 -0.1 -0.3 -0.1 0.09
H 2.010153 1.635725 0.254516 -0.1 0.1 0.2 0.09
H 0.559625 2.706076 0.265302 0.1 -0.2 0.2 0.06
H -1.237498 1.970879 -1.156769 0.1 -0.1 -0.2 0.10
```
Positions in Å, forces in eV/Å.

Results
HOMO-LUMO gap ... 9.6006 eV
SMILES ... C=C(O)C(C)(C)[C@H](C)O
LUMO energy ... 0.026 hartree

=====

Q: HOMO-LUMO gap of number 5 (C7H14O2)?
A: 9.1417 eV